Density functional theory data (ωB97M-V/def2-TZVPD) for a 11-piece molecular cluster, C72H160F6N10O6P overall in a non-equilibrium geometry.

Values from the calculation:
Electronic energy = -129988.282 eV
Charge = +5
Gap between HOMO and LUMO = 6.2 eV
2S+1 = 1
Energy above the lowest of the compared OMol25 structures with the same formula, charge and spin = 120.72 kcal per mole
HOMO level = -15.46 eV

CARTESIAN COORDINATES (ANGSTROEM)
1 C 0.3812 -3.1859 9.9550
2 C 1.0352 -3.2617 8.5135
3 C 0.5236 -2.2265 7.4663
4 N 1.4029 -2.2244 6.1018
5 C 0.7380 -1.1067 5.2557
6 C 1.3659 -1.0600 3.8108
7 C 1.1409 -2.3936 3.0977
8 C 1.7975 -3.6028 3.9054
9 C 1.2483 -3.6284 5.3807
10 C 2.8460 -1.7864 6.3668
11 H 0.9371 -3.7587 10.6973
12 H -0.6287 -3.5892 9.8799
13 H 0.3992 -2.1670 10.3418
14 H 0.8843 -4.2869 8.1756
15 H 2.0792 -3.0440 8.7393
16 H 0.7451 -1.2175 7.8140
17 H -0.5419 -2.3591 7.2783
18 H -0.3101 -1.3962 5.1798
19 H 0.8803 -0.1649 5.7857
20 H 0.9126 -0.2907 3.1857
21 H 2.4100 -0.7469 3.8173
22 H 0.0604 -2.5336 3.0640
23 H 1.5282 -2.4615 2.0811
24 H 1.3528 -4.5423 3.5774
25 H 2.8711 -3.7841 3.8535
26 H 0.2205 -3.9905 5.4055
27 H 1.8929 -4.2623 5.9896
28 H 3.3879 -1.7678 5.4213
29 H 3.3411 -2.5832 6.9219
30 H 2.9705 -0.8115 6.8382
31 C 3.0071 6.1129 5.1205
32 C 2.2291 5.1335 4.2560
33 C 3.0356 4.1680 3.3384
34 N 2.1678 3.3502 2.3365
35 C 1.3558 4.2939 1.4120
36 C 2.2369 5.1411 0.5454
37 C 3.2282 4.2973 -0.2961
38 C 4.0655 3.3132 0.6099
39 C 3.0225 2.4280 1.4044
40 C 1.2757 2.4375 3.1668
41 H 3.9770 6.3431 4.6797
42 H 3.2128 5.5909 6.0550
43 H 2.5023 7.0326 5.4163
44 H 1.8215 5.8239 3.5175
45 H 1.3136 4.6819 4.6379
46 H 3.7517 3.5437 3.8728
47 H 3.7719 4.8211 2.8700
48 H 0.7246 4.9616 1.9984
49 H 0.7348 3.7470 0.7025
50 H 2.8031 5.8110 1.1925
51 H 1.6478 5.7733 -0.1190
52 H 3.8385 4.8906 -0.9770
53 H 2.6648 3.7498 -1.0517
54 H 4.8190 3.7375 1.2735
55 H 4.6506 2.7380 -0.1076
56 H 3.4990 1.7867 2.1459
57 H 2.2871 1.8978 0.7992
58 H 0.6993 1.8094 2.4876
59 H 0.5747 3.0168 3.7677
60 H 1.9240 1.7867 3.7535
61 C -2.8789 -4.2916 3.9722
62 C -3.2760 -4.1588 2.5126
63 C -2.0971 -4.2757 1.5725
64 N -2.4593 -4.2090 0.0531
65 C -1.0392 -4.2644 -0.6553
66 C -1.1851 -4.4294 -2.1597
67 C -2.1492 -5.5936 -2.6223
68 C -3.4515 -5.7017 -1.8244
69 C -3.2697 -5.5150 -0.3242
70 C -3.2812 -2.9365 -0.2446
71 H -2.0669 -3.6230 4.2578
72 H -2.5381 -5.2782 4.2862
73 H -3.7963 -4.0626 4.5145
74 H -3.6907 -3.1786 2.2771
75 H -3.9367 -4.9941 2.2808
76 H -1.5203 -5.1897 1.7141
77 H -1.4066 -3.4403 1.6887
78 H -0.5223 -5.0817 -0.1524
79 H -0.5237 -3.3872 -0.2643
80 H -0.2040 -4.4087 -2.6342
81 H -1.6507 -3.5592 -2.6224
82 H -1.5892 -6.5188 -2.4867
83 H -2.3833 -5.5468 -3.6858
84 H -3.9571 -6.6194 -2.1252
85 H -4.1827 -4.9274 -2.0568
86 H -2.6589 -6.3495 0.0201
87 H -4.2464 -5.5212 0.1596
88 H -4.3468 -3.1116 -0.0964
89 H -3.0561 -2.7558 -1.2957
90 H -2.8803 -2.1622 0.4094
91 C -7.4908 3.5526 1.6332
92 C -6.3579 3.1314 2.5061
93 C -5.1350 2.4557 1.8120
94 N -4.1506 1.6898 2.7760
95 C -4.8008 0.4049 3.4124
96 C -3.8715 -0.4306 4.2061
97 C -3.3016 0.4118 5.3954
98 C -2.7252 1.6748 4.8683
99 C -3.6010 2.5199 3.9012
100 C -2.9432 1.2930 1.7907
101 H -7.1472 4.4672 1.1500
102 H -8.4300 3.7934 2.1313
103 H -7.7241 2.8459 0.8368
104 H -6.7255 2.4326 3.2575
105 H -6.0110 3.9333 3.1578
106 H -4.5484 3.2351 1.3256
107 H -5.4683 1.6600 1.1458
108 H -5.6890 0.6778 3.9823
109 H -5.2437 -0.1664 2.5966
110 H -4.2677 -1.3622 4.6101
111 H -2.9630 -0.7791 3.7149
112 H -4.1260 0.6735 6.0586
113 H -2.4682 -0.0765 5.9005
114 H -2.4127 2.3335 5.6786
115 H -1.7994 1.4803 4.3268
116 H -4.5161 2.8221 4.4106
117 H -3.0693 3.3338 3.4084
118 H -3.5221 0.6243 1.1536
119 H -2.1206 0.8061 2.3144
120 H -2.5318 2.1492 1.2562
121 C -5.9430 8.5511 -4.4268
122 C -5.9006 7.4531 -3.3708
123 C -4.5992 6.5789 -3.5154
124 N -4.4374 5.4384 -2.4467
125 C -2.9877 4.8708 -2.5933
126 C -2.7540 3.5446 -1.8002
127 C -3.9465 2.5505 -1.9341
128 C -5.3900 3.2056 -1.8012
129 C -5.5764 4.3930 -2.7733
130 C -4.4868 6.1490 -1.0453
131 H -5.7858 8.2274 -5.4557
132 H -5.1805 9.3134 -4.2669
133 H -6.9144 9.0293 -4.5527
134 H -6.7606 6.7991 -3.5148
135 H -6.0032 7.8232 -2.3507
136 H -3.7364 7.2360 -3.4069
137 H -4.6282 6.1014 -4.4948
138 H -2.9340 4.7683 -3.6771
139 H -2.3371 5.6341 -2.1663
140 H -1.8319 3.0567 -2.1161
141 H -2.6601 3.7465 -0.7332
142 H -3.8561 2.1210 -2.9318
143 H -3.8412 1.6871 -1.2772
144 H -6.2012 2.4779 -1.7772
145 H -5.5107 3.6004 -0.7924
146 H -5.5284 3.9847 -3.7828
147 H -6.5443 4.8921 -2.7265
148 H -5.5667 6.1182 -0.9005
149 H -4.1792 7.1901 -1.1438
150 H -3.9324 5.5991 -0.2848
151 C 0.5071 -0.8615 -3.6356
152 C 1.8069 -1.6416 -3.4176
153 C 1.9576 -2.7241 -4.6031
154 N 3.2380 -3.5626 -4.5540
155 C 3.2730 -4.4648 -3.2913
156 C 4.3002 -5.5876 -3.3849
157 C 4.0473 -6.5664 -4.5633
158 C 4.1054 -5.6400 -5.8523
159 C 3.1734 -4.4214 -5.8399
160 C 4.5230 -2.6144 -4.5700
161 H -0.2990 -1.5952 -3.6465
162 H 0.4289 -0.3539 -4.5970
163 H 0.2510 -0.1119 -2.8870
164 H 1.7534 -2.2140 -2.4915
165 H 2.6273 -0.9250 -3.4569
166 H 1.9909 -2.1705 -5.5415
167 H 1.1796 -3.4873 -4.6180
168 H 2.2867 -4.9282 -3.2668
169 H 3.5103 -3.8570 -2.4182
170 H 4.2390 -6.1299 -2.4414
171 H 5.3152 -5.1911 -3.4107
172 H 3.1747 -7.1615 -4.2942
173 H 4.8535 -7.2999 -4.5609
174 H 3.8782 -6.3396 -6.6567
175 H 5.1722 -5.5150 -6.0379
176 H 2.2411 -4.9862 -5.8315
177 H 3.2734 -3.7150 -6.6640
178 H 5.3615 -3.3062 -4.6497
179 H 4.6173 -2.0123 -3.6662
180 H 4.4516 -1.9673 -5.4442
181 C 4.1013 -1.5996 -0.2347
182 C 5.1907 -2.5735 0.1751
183 C 4.9227 -3.0923 1.6652
184 N 6.0706 -3.8895 2.3366
185 C 6.2856 -5.1984 1.5195
186 C 7.5137 -5.9057 1.9599
187 C 8.7568 -4.9499 2.0961
188 C 8.5463 -3.5804 2.9380
189 C 7.3059 -2.9295 2.5169
190 C 5.6443 -4.4333 3.6958
191 H 3.0749 -1.8556 0.0282
192 H 4.2283 -1.1668 -1.2270
193 H 4.1944 -0.7672 0.4629
194 H 6.1732 -2.1229 0.0347
195 H 5.0507 -3.3089 -0.6173
196 H 4.0183 -3.6923 1.7657
197 H 4.8960 -2.3221 2.4361
198 H 6.3190 -5.0299 0.4431
199 H 5.3529 -5.7508 1.6332
200 H 7.8578 -6.6656 1.2582
201 H 7.4727 -6.4331 2.9129
202 H 9.2727 -4.6612 1.1804
203 H 9.5482 -5.4726 2.6333
204 H 9.4387 -2.9575 2.8777
205 H 8.6069 -3.8821 3.9837
206 H 7.4690 -2.5530 1.5070
207 H 7.0909 -2.0956 3.1851
208 H 6.3593 -5.1840 4.0323
209 H 4.6624 -4.8869 3.5608
210 H 5.5560 -3.5182 4.2815
211 C 0.7196 3.9718 -3.6781
212 C -0.0089 3.8978 -5.0547
213 C 1.0329 3.2147 -6.0607
214 N 0.4495 3.1353 -7.5269
215 C -0.8443 2.3106 -7.6971
216 C -0.6479 0.7862 -7.5162
217 C 0.5166 0.3064 -8.4422
218 C 1.8140 1.1330 -8.3078
219 C 1.6273 2.6661 -8.4218
220 C 0.1442 4.5426 -8.1397
221 H 1.6616 4.5079 -3.7939
222 H 0.8966 2.9345 -3.3940
223 H 0.0773 4.5260 -2.9937
224 H -0.3254 4.9055 -5.3239
225 H -0.8789 3.2433 -5.0019
226 H 1.3643 2.1970 -5.8541
227 H 1.8691 3.8809 -6.2730
228 H -1.6307 2.6937 -7.0467
229 H -1.0976 2.4023 -8.7533
230 H -0.4021 0.7034 -6.4575
231 H -1.6211 0.3046 -7.6124
232 H 0.7374 -0.7562 -8.3401
233 H 0.2164 0.4056 -9.4853
234 H 2.4694 0.9010 -7.4682
235 H 2.3651 0.6358 -9.1060
236 H 2.5569 3.2170 -8.2784
237 H 1.2901 2.8715 -9.4378
238 H -0.3020 4.4271 -9.1275
239 H 1.0392 5.1624 -8.1930
240 H -0.6932 4.9476 -7.5714
241 P -7.2750 -0.9478 0.6714
242 F -7.9658 0.1918 -0.3029
243 F -7.2654 -1.9042 -0.5996
244 F -5.7436 -0.3599 0.3090
245 F -6.5121 -2.1614 1.5272
246 F -7.3955 -0.0217 1.9722
247 F -8.7935 -1.5082 1.1301
248 N -1.6089 5.7246 1.4298
249 O -1.3407 6.5792 2.2442
250 O -1.2478 5.9263 0.2982
251 O -2.0614 4.6834 1.8118
252 N -0.6790 -0.2709 0.3224
253 O -0.8342 -1.0116 1.2515
254 O -1.4612 -0.3708 -0.5971
255 O 0.2155 0.5840 0.3032

Cartesian forces, eV/Å:
C -0.1668 0.3222 -1.2038
C -0.0656 0.5573 0.9124
C 1.9607 -0.4981 0.6020
N -1.9031 0.5765 0.2431
C 1.1657 -0.9695 -1.3347
C -0.3396 -0.0838 0.2070
C 1.2513 -1.3175 1.1876
C -2.3143 0.2849 0.9645
C 2.3334 1.5495 -0.0692
C -0.1267 -1.6904 -0.5602
H 0.1025 -0.2786 -0.4225
H -0.0642 0.2682 0.3702
H -0.3305 0.0743 -0.1569
H 0.2848 0.0564 -0.2201
H 0.2378 -0.3153 -0.5164
H -0.4063 -0.0028 0.2260
H 0.1891 0.0594 -0.6389
H -0.0507 0.2769 0.0573
H -0.1858 -0.1379 0.0705
H -0.5361 -0.0024 0.2975
H 0.2324 -0.2550 0.3018
H 0.0468 -0.2400 -0.1574
H -0.1436 0.5244 -0.0617
H 0.0848 -0.0956 -0.6048
H 0.0035 0.7448 0.0461
H -0.0374 0.5633 0.2529
H -0.3270 -0.2488 0.0191
H -0.3311 0.1332 -0.1339
H -0.1803 0.2453 0.4011
H -0.6292 -0.1880 0.1719
C 0.7279 -1.5115 1.3509
C -1.0471 0.7888 -2.5000
C 0.5025 0.8444 0.6729
N 0.1603 0.4222 -0.0250
C -0.3677 0.2095 -0.1366
C 1.7746 0.1441 -0.3156
C 0.0690 0.1256 0.7418
C -1.7283 -0.4030 -1.0296
C 0.8121 1.8192 0.9646
C -0.0129 0.3376 -0.9410
H -0.0802 0.1863 -0.1146
H 0.3648 0.2194 0.2672
H -0.2751 -0.1874 -0.5376
H -0.4554 -0.0021 -0.3040
H 0.4248 -0.0193 0.7799
H -0.6410 -0.9823 0.1940
H -0.4968 -0.0438 -0.9123
H -0.0782 -0.4154 0.2741
H -0.2017 -0.7873 0.6558
H 0.1064 0.2719 -0.1495
H -0.3322 -0.1118 0.2661
H 0.4223 0.4244 0.6427
H -0.3075 -0.7162 0.3148
H -0.3843 0.4136 0.0182
H -0.1031 -0.6238 0.2569
H 0.1794 -0.3632 -0.3513
H 0.1877 -0.0302 -0.1019
H 0.0105 0.1048 -0.2399
H 0.3004 0.0048 -0.0191
H -0.0004 0.2983 0.1887
C -0.2315 0.1797 0.1186
C 0.8583 -0.4997 -0.8796
C 0.1929 0.1619 -1.0094
N -0.0292 -1.5332 0.6787
C -1.8869 0.0663 0.7286
C -1.4093 0.3480 -0.7271
C 1.1653 -0.1410 0.8018
C -0.1139 1.5569 -0.0711
C 1.0910 -0.2761 -0.2262
C 1.1734 -0.9956 -0.3023
H -0.1088 0.4781 0.0246
H -0.2236 -0.2351 -0.3500
H 0.3179 0.0506 0.4779
H -0.6838 -0.2049 0.4402
H -0.5157 0.4177 0.0253
H -0.1780 -0.2124 -0.0614
H -0.0672 0.1797 0.1059
H -0.2282 -0.4474 -0.3278
H -0.1327 0.4605 -0.6187
H 0.1746 -0.6396 0.0594
H 0.0214 0.5562 0.4697
H -0.0817 -0.2986 0.0169
H 0.1695 0.3088 0.0349
H 0.0714 -0.1918 0.6352
H 0.1116 0.2342 -0.7592
H 0.0387 0.1004 0.5410
H 0.2873 0.2994 0.2261
H 0.1085 -0.0929 0.1306
H -0.3451 0.5317 0.2300
H -0.1227 0.1030 -0.3753
C 0.1444 0.7379 -1.3517
C 1.0098 -1.5376 1.9522
C -0.6872 -0.0200 1.2596
N 1.3746 -0.6391 -0.6420
C -0.7539 0.1864 -2.0630
C 2.2117 0.1728 2.0968
C -0.9207 -0.3347 -0.7216
C 0.6224 1.8617 -1.1975
C -0.7808 -0.7443 0.1315
C -2.0500 -0.3288 1.0013
H -0.3265 0.2687 -0.3345
H 0.2979 -0.1386 0.3352
H 0.0329 -0.2684 0.1279
H -0.2126 -0.4260 -0.1157
H 0.1013 0.4496 -0.3832
H 0.3150 -0.2945 -0.0927
H 0.0328 0.2422 -0.2171
H 0.2970 0.5363 0.1988
H 0.2965 0.1347 -0.2166
H -0.8154 0.2448 -0.2306
H -0.0840 0.1094 -0.9267
H 0.1342 -0.3107 0.4146
H -0.4208 -0.4255 0.3902
H -0.1806 0.1474 0.0812
H 0.2910 -0.2535 -0.1031
H 0.2808 0.5733 0.2392
H -0.0043 0.2733 0.4695
H 0.7993 -0.2185 -0.4323
H -0.4835 -0.1590 0.0949
H -0.5337 0.3082 0.2419
C 0.2294 0.4126 -0.5529
C 0.2885 -1.1787 -0.1940
C -0.8556 0.2746 0.8148
N 0.6187 1.1032 -0.7698
C -1.3912 -0.7192 0.4684
C -1.7868 0.1463 0.2255
C -0.6910 0.5659 -0.9729
C 1.0944 0.4501 0.7727
C 0.9870 -0.8229 1.5060
C -1.7192 -1.1555 -1.3583
H 0.3258 -0.6842 0.0525
H -0.1324 0.1175 0.2255
H -0.0348 0.0796 0.7474
H -0.0793 -0.0149 -0.0846
H 0.1540 0.3482 -0.1598
H 0.1617 -0.2067 -0.0867
H 0.2626 -0.0666 0.0678
H 0.6299 -0.2056 0.0177
H 0.0440 0.1393 -0.3751
H 0.0383 0.1544 -0.1142
H 0.3443 0.4752 0.0011
H -0.3159 -0.1415 -0.2961
H -0.0084 0.2303 0.2921
H 0.0842 -0.1762 -0.8518
H 0.3070 0.2454 0.2514
H 0.7685 0.5910 -0.2802
H 0.2357 0.0820 0.4976
H 0.1221 0.2762 0.8845
H 0.3031 -0.3236 -0.1120
H -0.0234 0.0181 -0.2675
C -0.6330 -0.5673 -0.1417
C -0.3661 -0.9975 -1.6458
C 0.8475 1.0805 1.4506
N 0.9499 0.9283 0.3547
C 0.3416 -0.1200 -1.2419
C 0.0092 -0.5284 -0.0320
C 0.6353 2.0103 0.8046
C 0.8282 -2.0852 0.5022
C 0.8164 -1.2745 0.9467
C -1.1530 -1.6255 -0.3578
H -0.3045 0.1320 0.1236
H 0.4491 -0.0592 -0.2043
H 0.3174 -0.2409 0.3308
H 0.2061 0.3995 0.2375
H 0.2893 -0.3558 0.2595
H -0.1086 -0.2359 -0.1225
H -0.3265 0.4409 0.0791
H -0.1654 0.2574 0.3372
H -0.4818 0.2627 -0.1698
H -0.0751 -0.0115 0.1689
H 0.0889 0.0921 -0.1682
H -0.5524 0.3235 -0.7673
H 0.1097 0.1802 -0.3971
H -0.6564 0.5574 -0.4793
H 0.0478 0.8414 0.2027
H -0.6880 1.0167 -0.0198
H -0.0535 -0.3537 -0.0621
H 0.0322 0.2955 -0.1241
H -0.4016 -0.3011 0.0071
H -0.0128 -0.1744 0.0348
C 0.0552 1.8319 1.8624
C -1.0385 -0.7552 0.4739
C 1.6252 -0.0043 0.0849
N 0.1016 -1.2400 -0.7517
C -0.1156 0.6833 -0.3633
C 2.6054 0.3330 0.5394
C 0.5098 1.3977 0.9429
C 1.0728 -3.5981 0.1372
C -0.6918 0.0961 -1.3260
C -0.3557 1.3057 -0.9927
H -0.0881 -0.7879 -0.7089
H -0.1837 -0.3863 -0.0303
H 0.1718 0.6647 -0.1690
H -0.1220 -0.0334 0.2262
H 0.6681 -1.0392 0.6267
H 0.0615 -0.0624 -0.2858
H -0.7051 0.8560 -0.6773
H 0.3038 0.7574 0.0996
H 0.0373 -0.1148 0.4172
H -0.5126 -0.0360 -0.2228
H -0.5628 0.0127 -0.0049
H -0.6050 -0.1922 -0.5160
H -0.1846 -0.2722 0.0173
H -0.2612 0.2733 -0.6304
H -0.6732 0.1161 0.2642
H -0.1194 0.1927 0.0999
H -0.8491 -0.1168 -0.0624
H -0.0709 0.5338 0.2144
H 0.1317 -0.0766 0.1056
H 0.1186 -0.4802 0.6993
C -0.7882 -0.1032 -1.1938
C 1.9011 -1.2263 -0.0681
C -2.2532 1.8698 -1.5459
N 0.8983 1.1277 -0.7104
C 0.9101 -1.0502 -0.9291
C 1.1624 1.1543 0.5702
C -0.9131 0.5664 0.7965
C 0.0850 -0.5114 0.0209
C -1.2958 -2.1137 -0.9734
C -0.9558 -0.8960 0.9371
H 0.0147 -0.0379 0.1117
H 0.1008 0.1911 0.6256
H 0.2098 -0.3130 0.3243
H 0.2028 -0.1743 -0.5023
H -0.1167 0.1112 0.2002
H -0.1786 0.2188 0.4557
H 0.2212 -0.1458 0.6689
H 0.2714 0.2748 -0.1460
H -0.2663 0.6174 0.0761
H 0.3092 -0.6220 0.1804
H 0.1625 -0.0869 -0.4694
H -0.0271 0.0285 0.2974
H -0.2876 0.1009 -0.0611
H -0.4823 -0.1199 0.6128
H 0.5642 1.1157 -0.4934
H -0.3723 0.1937 0.5494
H 0.0255 0.1008 -0.0314
H 0.5049 -0.4044 -0.1093
H -0.1559 -0.1090 0.3219
H 0.4874 0.3973 0.3189
P -3.0337 -1.2341 -0.2699
F 0.9040 -0.1296 1.1376
F 0.5439 -0.3338 -0.1988
F -0.6216 0.0179 0.2194
F -0.2444 0.9433 -0.0758
F 1.1077 0.6417 -0.0277
F 1.9476 0.1801 -0.8918
N 2.1695 2.4499 1.7070
O 0.0900 1.9181 2.2113
O 0.2058 -0.4922 -4.6019
O -2.4052 -4.5050 0.3872
N -0.1078 1.3277 -1.6342
O 0.4440 -2.4875 3.9153
O -1.1631 0.2757 -2.5404
O 1.2538 0.7696 0.2985

These are the Mulliken partial charges, in e, on atoms 1 to 4: C -1.389; C -0.392; C -0.484; N 0.530